Entry 1:
The following is a DFT calculation (ωB97M-V/def2-TZVPD) of an isolated ion of composition C3H10N2 and charge -1.

ORCA input file:
```
! wB97M-V def2-TZVPD RIJCOSX def2/J DEFGRID3
* xyz -1 2
H -1.311 -1.357 -0.911
H 1.084 -2.026 0.629
H 0.563 2.810 1.066
C -0.529 -1.110 -0.196
H 0.197 2.151 -1.061
H -1.291 1.576 -0.358
C 0.260 0.071 -0.775
H -0.308 1.575 1.745
N 0.295 -2.290 0.042
H 0.250 0.043 -1.864
H -0.257 -2.937 0.610
C -0.199 1.450 -0.320
N 0.319 1.831 0.986
H 1.316 -0.013 -0.504
H -1.038 -0.752 0.710
*
```

Its energy relative to the best compared isomer or geometry (same formula, charge and spin) is 10.0 kcal per mole. The total energy is -229.74102 Ha. As for the expectation value of S²: 0.750. The lowest unoccupied orbital energy (spin up / spin down) comes out at 0.1587 / 0.1650 hartree.

***

Entry 2:
The following is a DFT calculation (ωB97M-V/def2-TZVPD) of a 2-piece molecular cluster, C2H6FPS overall at a distorted geometry.

ORCA input file:
```
! wB97M-V def2-TZVPD RIJCOSX def2/J DEFGRID3
* xyz 0 1
H 0.146 -0.729 -2.331
H -1.129 -1.077 -1.154
C 0.043 -0.762 -1.186
S 4.002 0.645 -0.798
C -0.632 0.265 1.477
F -0.819 1.814 -0.617
P 0.338 0.726 -0.047
H -1.268 -0.519 1.328
H 0.034 0.110 2.444
H -1.197 1.183 1.710
H 0.483 -1.656 -0.826
*
```

Its energy relative to the best compared isomer or geometry (same formula, charge and spin) is 98.2 kcal per mole. The total energy is -919.09046 Ha. The lowest unoccupied orbital energy (spin up / spin down) comes out at -0.0939 / -0.0943 hartree.

***

Entry 3:
The following is a DFT calculation (ωB97M-V/def2-TZVPD) of a 15-piece molecular cluster, C45H120O15 overall at a distorted geometry.

ORCA input file:
```
! wB97M-V def2-TZVPD RIJCOSX def2/J DEFGRID3
* xyz 0 1
C 3.370 6.901 2.412
H 6.313 1.885 -0.687
C 6.619 -1.524 5.828
H -0.997 3.298 6.246
H 6.859 -0.512 -1.382
H 2.328 6.937 2.093
C -6.547 -4.038 -2.360
H -3.947 5.575 7.136
O 4.908 0.080 5.090
O -8.182 3.983 -6.417
C -0.613 1.437 -0.101
H 4.450 1.066 -8.179
O 6.262 -8.448 3.423
H 1.566 6.707 -3.777
H -0.106 -10.587 -2.125
C 3.294 -3.824 -4.946
H 6.128 5.969 2.610
H 4.103 4.917 1.932
H -3.026 6.307 1.575
H -6.572 6.900 2.509
H -9.874 1.354 5.120
O 3.230 5.116 3.824
H 8.076 1.742 -0.946
C 6.764 -7.254 2.952
H -6.453 2.065 2.604
H 4.583 -6.344 -5.343
H -5.175 8.266 1.054
C -5.587 7.199 2.867
H -6.253 3.408 -6.538
C 0.314 -9.582 -2.094
C -3.895 6.644 1.010
C 1.096 5.070 -5.105
H 8.921 -7.868 3.089
H 0.036 2.175 0.371
H -3.512 4.993 8.641
H -0.418 -0.450 -1.081
H 6.777 -2.264 6.613
C 3.708 -4.539 -6.189
H -6.512 -3.805 2.808
C -6.900 3.746 -4.481
H -0.457 -0.753 1.578
H -2.069 -8.990 -2.588
H -5.646 -6.567 4.901
H 3.109 -1.425 6.451
H -1.437 1.291 0.597
H 4.174 -6.399 -7.082
H -8.896 3.975 -5.775
H -3.549 -4.441 5.351
H -10.285 1.562 3.393
H -0.995 4.998 -4.584
H -8.090 2.550 2.107
C 7.136 -0.159 -0.389
H -3.997 -2.788 4.661
O 1.343 0.505 -0.929
H 6.116 -9.085 2.720
C 6.151 1.914 -8.051
C -0.350 5.374 -5.378
H 3.415 7.564 3.276
C 6.571 1.786 -6.543
C 5.723 -6.704 2.008
H 8.378 -1.827 0.389
H -7.755 -4.836 -1.135
C -6.182 -5.693 4.529
H -8.290 1.397 -5.358
H 6.771 -2.015 4.867
H -8.368 2.831 4.317
H 5.333 -0.327 -0.033
O -1.930 -8.970 -1.638
O 6.125 -0.506 0.478
H 3.967 7.392 1.643
C -1.923 5.188 7.072
C 4.051 -1.884 6.151
H -3.003 6.666 8.213
H -5.988 3.329 -4.053
H -7.806 1.385 -7.012
C 0.117 0.144 -0.341
H 5.468 2.763 -8.080
H -0.830 -6.705 -0.630
H 3.924 -3.906 -4.060
H -5.102 6.319 3.289
C -9.563 1.148 4.097
H 7.383 -0.759 5.965
H 1.817 5.393 -5.856
C -5.241 -4.565 3.999
H 7.111 2.671 -6.207
H -6.011 -4.987 -2.325
H 7.154 0.893 -6.315
C -4.612 7.703 1.798
H 3.642 4.323 4.173
H 9.141 -0.735 -0.801
H -0.499 -9.033 -0.241
H 5.720 -7.191 1.032
H 1.159 -0.120 1.620
C 8.200 -7.501 2.359
H 0.913 -1.582 0.782
H -7.720 3.516 -3.802
H 0.640 3.334 -5.849
H 5.945 -5.666 1.762
H 2.455 5.229 -3.358
H 5.316 -0.360 7.047
H -6.764 -5.315 5.370
H 3.363 -2.751 -5.128
C -0.588 -8.698 -1.274
H 1.304 -9.567 -1.638
H 5.176 -0.333 4.265
H 0.812 5.417 -2.938
H 7.353 1.794 0.638
H 0.352 -9.272 -3.138
O -7.354 1.113 4.898
C -8.178 1.816 3.969
H 5.832 4.955 3.930
H 4.894 -3.006 -6.724
H 4.300 -2.555 6.973
H -2.200 3.045 7.440
H -4.867 -3.556 5.906
C -7.141 3.249 -5.926
C 7.320 1.970 -9.039
H -3.435 7.046 0.107
C 0.439 -0.619 0.971
H -7.570 0.893 2.015
C -7.308 -4.045 -3.647
H -0.623 6.430 -5.387
C 4.016 5.581 2.792
H -8.172 -4.706 -3.704
C -3.131 5.645 7.855
H -9.411 0.087 3.895
C 5.380 5.782 3.381
H -1.008 5.317 7.651
H -1.160 1.927 -0.907
C -0.243 -7.180 -1.416
H -6.276 -1.971 -2.251
C -7.516 1.766 -6.032
H -4.716 -4.865 3.092
H 2.295 -4.147 -4.653
O 4.970 -3.949 -6.561
H -7.179 0.276 4.463
O 5.349 0.854 -8.441
C -5.621 -2.842 -2.218
H 8.820 -0.282 0.874
H -4.526 5.820 0.678
H -3.348 8.131 3.083
O -6.164 -3.551 3.666
H -0.913 5.787 5.626
H 2.904 -6.581 -5.876
H -7.696 -3.045 -3.839
C 5.225 -0.864 6.085
H -6.658 1.159 -5.743
H 4.727 -6.749 2.450
O -7.421 -3.944 -1.247
H 3.947 -2.453 5.227
H -2.603 3.589 5.806
C -1.916 3.729 6.641
H 5.314 6.616 4.079
H -5.722 7.958 3.638
H 6.834 -6.546 3.778
H -0.700 4.982 -6.333
H 8.096 -8.319 1.647
O -3.745 8.664 2.390
H 5.659 1.849 -5.951
C 3.843 -6.073 -6.096
H 7.863 2.912 -9.117
H 1.172 1.125 -1.641
H -4.945 -2.765 -3.070
C 8.415 -0.807 0.008
H 0.815 -6.988 -1.239
H -6.852 4.827 -4.355
C -7.508 1.791 2.630
H -6.879 -5.956 3.734
O 1.060 3.659 -5.049
C -4.329 -3.774 4.983
H -5.026 -2.746 -1.310
H -6.630 -4.216 -4.483
H -0.568 -6.843 -2.400
C 7.226 1.385 -0.364
H 8.615 -6.617 1.876
O -1.805 6.023 5.892
H 8.094 1.265 -8.737
C 1.515 5.619 -3.747
H 7.056 1.588 -10.025
H 3.046 -4.311 -7.024
*
```

Its energy relative to the best compared isomer or geometry (same formula, charge and spin) is 186.4 kcal per mole. The total energy is -2914.89193 Ha. The lowest unoccupied orbital energy comes out at -0.0013 hartree.

***

Entry 4:
The following is a DFT calculation (ωB97M-V/def2-TZVPD) of C3HF2NOS as an isolated structure at a distorted geometry.

ORCA input file:
```
! wB97M-V def2-TZVPD RIJCOSX def2/J DEFGRID3
* xyz 0 1
C -0.750 0.672 -0.960
C -0.026 0.129 0.815
F 0.654 -0.901 -2.188
N -0.832 1.033 0.369
S 0.492 -0.075 2.456
O 0.731 -0.573 0.004
F -1.755 1.071 -1.872
H 1.133 -1.230 2.509
C 0.352 -0.126 -1.134
*
```

Its energy relative to the best compared isomer or geometry (same formula, charge and spin) is 0.0 kcal per mole. The total energy is -842.75074 Ha. The lowest unoccupied orbital energy comes out at 0.0161 hartree.

***

Entry 5:
The following is a DFT calculation (ωB97M-V/def2-TZVPD) of C52H81BiGeN3O2SeSi as an isolated structure at a distorted geometry.

ORCA input file:
```
! wB97M-V def2-TZVPD RIJCOSX def2/J DEFGRID3
* xyz 1 1
H -0.920 2.253 -5.857
H -0.410 -2.455 -4.339
C -1.358 5.022 2.342
H -5.307 4.238 -4.802
H 4.345 2.652 -0.444
C -0.393 2.716 1.904
H -0.364 3.600 -7.521
C 2.824 1.434 0.203
C -0.219 5.827 1.726
C -3.986 1.080 -0.774
H -2.104 4.814 1.573
C -2.374 2.501 -4.273
C 1.997 -5.434 0.782
H -2.574 -1.588 3.604
H 4.781 -5.846 0.632
C 2.034 -3.271 -2.111
H 2.010 7.139 -7.842
H -0.364 1.726 -4.258
H -1.066 -3.463 -0.999
C 1.308 -3.632 -4.814
C 4.709 -1.074 0.521
H 2.342 -6.329 1.298
H 2.400 1.429 3.609
C -1.500 -3.269 -0.023
C 0.967 5.582 -5.072
C 2.821 -4.014 -2.990
C -0.938 2.493 -4.793
H 3.832 -4.908 2.646
H 0.189 5.314 0.858
H -5.091 2.493 -4.835
H 2.716 3.666 -4.560
H -4.839 -0.278 2.646
Se -0.243 3.682 -1.809
Bi 0.214 -0.576 0.482
H 2.791 -3.481 2.573
C -4.689 3.423 -4.440
C 0.157 4.288 -3.466
N -0.248 3.752 -4.637
H 6.308 0.166 1.223
C 1.575 0.850 4.012
H -4.327 0.782 -1.762
C 3.947 5.042 -3.416
H 1.060 6.248 -1.837
C -3.240 3.604 -4.869
C 4.732 -1.581 -1.804
H 0.859 2.450 5.268
H 3.266 3.037 5.775
H 0.476 3.122 1.390
H -4.758 3.389 -3.357
C -3.206 -0.342 1.286
C 2.280 1.312 -1.196
C 3.716 3.717 -4.136
H -3.184 -0.761 -2.775
H 1.616 -5.725 -0.195
H 4.948 5.026 -2.982
H -4.435 1.284 1.944
H -1.069 -2.263 2.952
H 0.215 -2.167 -1.987
H -3.351 1.960 -0.896
H 4.467 -3.390 2.017
H -0.812 -3.640 0.734
H 3.395 5.867 -1.487
H 4.013 1.525 5.257
H 4.259 -1.158 1.500
H 1.570 -0.594 -1.901
H 1.880 2.309 -1.423
C 2.932 5.300 -2.295
H 3.110 1.118 -1.881
H -3.176 3.587 -5.959
H -0.583 6.798 1.401
H -3.411 0.585 3.202
N 0.906 5.386 -3.709
H -0.101 3.907 3.681
H -1.486 -0.323 -2.641
C -1.795 -1.813 0.203
H 1.041 -3.754 -5.853
C 3.494 2.017 6.074
H -1.978 -2.020 -2.566
C -2.393 -1.415 1.490
H 1.819 1.685 7.371
C 2.217 1.272 6.442
C 2.467 -4.201 -4.315
C 6.466 -0.217 -0.873
C -2.251 -1.012 -2.274
H 6.356 -0.780 -2.934
C 0.861 -2.735 -2.636
H -2.364 2.609 -3.189
H 3.100 -4.788 -4.965
H -4.856 1.356 -0.187
Ge 0.067 0.928 2.687
H 2.173 7.345 -5.398
C 1.185 0.285 -1.402
C 3.146 -4.433 0.658
H 4.279 2.382 1.257
C 1.685 6.084 -2.719
H -2.877 4.577 -4.531
H 3.847 2.878 -3.455
C -0.893 3.701 2.959
C 4.328 -5.112 -0.032
C 0.162 4.412 -7.045
H 1.179 -5.005 1.355
H 2.442 0.219 6.618
H 0.235 0.865 5.693
H 5.093 -4.389 -0.304
O 2.293 0.899 1.170
C -4.016 0.358 2.324
C 4.120 -1.726 -0.562
H -2.809 1.529 -4.508
H 1.913 -0.181 4.121
H 0.366 0.708 -1.972
H 3.914 5.853 -4.145
H 7.385 0.337 -0.983
Si 2.617 -2.877 -0.335
H -2.426 -3.842 0.047
H -1.726 3.246 3.502
H 4.427 3.603 -4.949
C 5.892 -0.846 -1.963
H 4.166 2.056 6.925
H 1.966 7.051 -3.136
H 0.578 5.985 2.450
H 4.007 -5.634 -0.929
N 3.875 2.246 0.344
H -1.172 2.575 1.150
H 0.775 5.296 -8.881
O 1.496 -2.168 0.603
H 4.308 -2.073 -2.665
C 3.585 -4.022 2.063
H -1.175 0.472 3.459
C -2.442 -0.925 -0.797
C 1.133 1.397 5.367
H -1.833 5.618 3.123
C 0.808 5.369 -7.806
H -2.598 -3.124 2.758
C -2.139 -2.136 2.773
C 5.865 -0.328 0.369
H 2.616 4.340 -1.880
C 1.511 6.416 -7.216
H 3.740 -4.451 -2.639
C 1.608 6.540 -5.843
C -3.227 -0.032 -0.135
C 0.239 4.534 -5.665
C 0.501 -2.900 -3.963
*
```

Its energy relative to the best compared isomer or geometry (same formula, charge and spin) is 17.4 kcal per mole. The total energy is -7327.12805 Ha. The lowest unoccupied orbital energy comes out at -0.1156 hartree.

***

Entry 6:
The following is a DFT calculation (ωB97M-V/def2-TZVPD) of one molecule with the formula C7H10 at a distorted geometry.

ORCA input file:
```
! wB97M-V def2-TZVPD RIJCOSX def2/J DEFGRID3
* xyz 0 1
H -1.213 -1.750 -1.950
C -1.089 -0.429 -0.263
H -1.047 -2.546 -0.341
C -2.567 1.565 0.646
H -2.518 -1.743 -0.955
C 2.914 0.325 0.303
C 1.499 0.771 0.221
H 3.600 0.878 1.046
C -1.738 0.603 0.280
H -2.624 2.430 -0.020
H 1.084 -1.138 -0.135
H 1.329 1.799 0.481
H 2.888 -0.688 0.634
C 0.513 -0.179 -0.107
H 3.371 0.254 -0.607
C -1.490 -1.725 -0.882
H -2.911 1.573 1.651
*
```

As for the SMILES: C=C=C(C)/C=C/C. Its energy relative to the best compared isomer or geometry (same formula, charge and spin) is 84.3 kcal per mole. The total energy is -272.58368 Ha. The lowest unoccupied orbital energy comes out at 0.0393 hartree.

***

Entry 7:
The following is a DFT calculation (ωB97M-V/def2-TZVPD) of a 5-piece molecular cluster, C26H56NO14PS overall at a distorted geometry.

ORCA input file:
```
! wB97M-V def2-TZVPD RIJCOSX def2/J DEFGRID3
* xyz 0 1
H 8.615 -6.145 1.479
H -6.152 -2.299 -1.438
O -5.393 -2.613 1.058
H -0.197 0.684 2.395
O 1.761 6.121 -0.770
C 7.697 -5.560 1.591
H 5.660 -7.422 -0.504
C 0.838 4.056 3.429
C 0.094 2.076 0.477
H -1.197 -1.043 -0.149
C -5.959 -1.646 -2.296
H -3.190 5.974 0.445
H -1.555 -0.905 -5.419
H -1.268 3.303 2.856
H -7.807 -3.529 1.761
O 5.302 -5.588 1.387
C 1.463 2.813 -0.030
H -5.796 -2.299 -3.160
C 1.494 -1.329 -0.824
H -4.539 -0.161 -2.938
O -3.600 -1.599 -1.836
H 2.370 2.146 0.367
C 0.072 0.592 -0.301
C -1.146 4.175 0.168
H 0.616 -1.434 -1.625
C 3.718 -2.139 -0.945
S -2.862 4.667 0.860
C -0.681 -3.544 -5.499
H 6.592 -5.991 -0.924
C 0.290 1.713 2.062
H -0.728 4.267 -2.181
H 6.649 3.019 3.132
H 0.338 4.782 4.233
H 0.921 -2.485 -4.528
H 2.303 6.202 -1.611
H -5.636 -1.646 2.839
C 4.406 3.555 2.960
H -5.668 -3.441 0.632
O 2.113 1.895 -2.423
H -6.850 -1.038 -2.480
H 7.435 -7.468 -0.405
H -4.327 -3.730 3.221
H 1.104 4.729 2.510
C -7.469 -2.620 2.270
O -0.408 7.330 0.271
H 2.464 2.414 4.001
H -1.721 -2.344 -3.480
C -4.740 -0.771 -2.051
C 2.262 3.562 4.106
O 4.271 2.531 2.115
H 6.271 4.953 3.237
C -4.940 0.132 -0.844
H -5.097 -0.458 0.066
O -1.165 2.716 0.111
H 7.622 -5.221 2.630
C -0.474 -1.048 -5.314
H -2.118 5.378 -1.561
H -1.770 -3.490 -5.610
O -0.759 -2.432 -3.370
H 1.422 3.919 -2.260
C 6.475 -6.378 1.207
C -1.043 4.943 -1.280
C -5.952 -2.584 2.369
H -0.460 -4.500 -5.012
H -7.930 -2.583 3.262
H 6.390 -7.246 1.870
H 7.778 -4.661 0.970
H -5.801 0.793 -0.985
H -7.836 -1.773 1.681
O 4.521 -3.178 -0.584
H 0.617 8.392 -2.093
N 2.860 -1.190 -1.514
H 0.000 0.690 -1.465
C -0.162 -2.385 -4.663
H 5.369 -4.815 0.802
H -0.228 -3.545 -6.496
P 0.076 6.488 -1.016
O 3.324 4.411 3.478
H -0.387 4.651 0.922
O -1.206 -0.076 0.115
H -0.382 2.277 4.165
H 2.315 3.795 5.275
H 1.543 -2.385 -0.270
H 5.829 3.856 4.715
H 1.605 3.860 0.525
H -0.105 -0.223 -4.695
O 1.212 -0.267 0.153
H -5.686 -4.712 2.692
C 5.930 3.863 3.528
C -0.221 2.842 3.126
H 1.459 1.571 2.260
H -0.015 -0.974 -6.305
C -5.420 -3.762 3.169
C 6.552 -6.845 -0.238
H -3.768 -2.145 -1.050
H -4.050 0.747 -0.672
C 1.655 2.919 -1.652
O 0.012 7.622 -2.374
H -5.820 -3.759 4.188
*
```

As for the SMILES: CC(=O)OCCCC[C@](CC=O)(O[C@H](S)CP(=O)(O)O)[C@H](O)OCN=C=O.CC(C)O.CC(C)O.CC(C)O.CC(C)O. The total energy is -2871.56499 Ha. The lowest unoccupied orbital energy comes out at -0.0012 hartree.

***

Entry 8:
The following is a DFT calculation (ωB97M-V/def2-TZVPD) of a 3-piece molecular cluster, C3H11NO2 overall at a distorted geometry.

ORCA input file:
```
! wB97M-V def2-TZVPD RIJCOSX def2/J DEFGRID3
* xyz 0 1
H -1.362 -0.604 -2.852
C 1.621 0.125 -2.072
H -0.393 -1.086 1.690
H -1.852 1.776 -2.115
C -0.704 0.280 -2.972
H 2.507 0.320 -1.483
H 1.336 -0.435 6.767
H -0.171 0.133 -3.897
O -0.353 -1.101 2.665
H 0.072 1.001 -0.985
H 0.036 -1.081 6.821
H 0.183 -1.901 2.753
N -1.464 1.550 -3.021
H 1.775 -0.129 -3.131
H -2.183 1.351 -3.707
C 0.324 0.418 -1.867
O 0.627 -0.617 7.407
*
```

As for the SMILES: C=CCN.O.O. Its energy relative to the best compared isomer or geometry (same formula, charge and spin) is 33.8 kcal per mole. The total energy is -326.07753 Ha. The lowest unoccupied orbital energy comes out at 0.0197 hartree.